1) This record from the OMol25 dataset describes C4H4O2 in the gas phase. The level of theory is ωB97M-V/def2-TZVPD.

Last column: natural (NBO) charge in e.
Element x y z (Å)
C -0.87 -0.40 -1.88  -0.433
C -0.09 -0.27 -0.84  0.062
C 0.53 -0.13 0.31  0.095
O 1.58 -0.87 0.74  -0.655
C -0.01 0.84 1.28  0.384
O 0.47 0.93 2.39  -0.544
H -1.76 -1.01 -1.77  0.226
H -0.68 0.07 -2.84  0.227
H 1.74 -0.57 1.65  0.499
H -0.90 1.42 0.96  0.139

## Properties
- Total charge: 0
- SMILES string: C=C=C(O)C=O
- Kohn-Sham gap: 0.3556 Eh

***

2) This record from the OMol25 dataset describes C4H4O2 in the gas phase. The level of theory is ωB97M-V/def2-TZVPD.

Last column: natural (NBO) charge in e.
Element x y z (Å)
C 2.38 0.42 0.92  -0.113
C 1.40 0.13 0.27  -0.144
C 0.20 -0.36 -0.39  0.493
O 0.22 -1.37 -1.06  -0.507
C -1.12 0.37 -0.17  -0.145
O -2.17 -0.55 -0.19  -0.700
H 3.24 0.64 1.50  0.242
H -1.11 0.92 0.78  0.196
H -1.21 1.11 -0.99  0.192
H -1.84 -1.32 -0.68  0.486

## Properties
- Total charge: 0
- SMILES string: C#CC(=O)CO
- Kohn-Sham gap: 0.3829 Eh

***

3) This record from the OMol25 dataset describes C4H4O2 in the gas phase. The level of theory is ωB97M-V/def2-TZVPD.

Last column: natural (NBO) charge in e.
Element x y z (Å)
C 2.59 -0.41 -0.06  -0.194
C 1.49 0.07 0.05  -0.047
C 0.14 0.61 0.14  -0.159
O -0.69 -0.41 0.74  -0.491
C -1.97 -0.38 0.36  0.648
O -2.52 0.52 -0.21  -0.577
H 3.56 -0.83 -0.17  0.239
H -0.26 0.84 -0.85  0.233
H 0.11 1.53 0.74  0.220
H -2.44 -1.34 0.63  0.128

## Properties
- Total charge: 0
- SMILES string: C#CCOC=O
- Kohn-Sham gap: 0.4192 Eh

***

Energies relative to the most stable structure, in kcal/mol: 1) 0.0; 2) 9.4; 3) 1.2.

***

1) This record from the OMol25 dataset describes a molecular structure, C4H4O2. The level of theory is ωB97M-V/def2-TZVPD.

Last column: natural (NBO) charge in e.
Element x y z (Å)
C -1.52 -0.42 0.62  -0.330
C -0.87 0.40 -0.17  -0.213
C 0.74 0.17 -0.45  0.337
C 2.56 -0.37 0.22  0.471
O 1.54 -1.00 -0.39  -0.510
O 1.78 0.87 0.29  -0.546
H -2.50 -0.20 0.69  0.187
H -1.28 -1.09 1.41  0.216
H -1.38 1.07 -0.81  0.219
H 0.92 0.58 -1.41  0.168

## Properties
- Total charge: 0
- Kohn-Sham gap: 0.4063 Eh

***

2) This record from the OMol25 dataset describes a molecular structure, C4H4O2. The level of theory is ωB97M-V/def2-TZVPD.

Last column: natural (NBO) charge in e.
Element x y z (Å)
O 1.03 -1.32 0.33  -0.560
C 0.22 -0.39 0.04  0.449
C 0.86 0.94 0.03  -0.069
O 2.16 0.85 0.14  -0.745
C -1.18 -0.60 -0.19  -0.131
C -2.35 -0.73 -0.46  -0.084
H 2.02 -0.60 0.33  0.502
H 0.23 0.99 1.04  0.183
H 0.40 1.72 -0.58  0.207
H -3.39 -0.87 -0.69  0.248

## Properties
- Total charge: 0
- Kohn-Sham gap: 0.3244 Eh

***

3) This record from the OMol25 dataset describes C4H4O2 in the gas phase. The level of theory is ωB97M-V/def2-TZVPD.

Last column: natural (NBO) charge in e.
Element x y z (Å)
C -0.30 1.06 1.24  -0.232
C -0.14 -0.13 1.06  -0.014
C -0.48 -1.18 0.07  -0.152
O -0.44 -0.40 -1.15  -0.513
C 0.59 0.47 -0.95  0.644
O 1.61 0.17 -0.37  -0.565
H 0.13 2.04 1.22  0.237
H -1.52 -1.44 0.28  0.228
H 0.14 -2.07 -0.03  0.223
H 0.41 1.47 -1.35  0.143

## Properties
- Total charge: 0
- SMILES string: C#CCOC=O
- Kohn-Sham gap: 0.3924 Eh

***

4) This record from the OMol25 dataset describes 3 unconnected molecules or ions with the total composition C4H4O2. The level of theory is ωB97M-V/def2-TZVPD.

Last column: natural (NBO) charge in e.
Element x y z (Å)
C 0.25 0.32 0.49  0.158
C -1.05 0.28 0.42  -0.403
C 1.53 0.53 0.77  0.021
C -2.14 -0.30 0.55  0.657
O 2.51 0.94 -0.08  -0.685
O -3.28 -0.58 0.60  -0.449
H 1.89 0.17 1.71  0.201
H -1.45 -1.14 -2.01  -0.011
H 3.40 1.22 0.33  0.504
H -1.66 -1.46 -2.77  0.009

## Properties
- Total charge: 0
- Kohn-Sham gap: 0.2670 Eh

***

Energies relative to the most stable structure, in kcal/mol: 1) 15.6; 2) 3.7; 3) 0.0; 4) 21.8.

***

1) This record from the OMol25 dataset describes C4H4O2 in the gas phase. The level of theory is ωB97M-V/def2-TZVPD.

Last column: natural (NBO) charge in e.
Element x y z (Å)
C 2.60 -0.53 -0.09  -0.203
C 1.51 -0.15 0.25  -0.037
C 0.18 0.44 0.17  -0.162
O -0.77 -0.60 -0.10  -0.490
C -2.06 -0.26 -0.01  0.649
O -2.49 0.82 0.28  -0.578
H 3.53 -0.74 -0.57  0.239
H 0.32 1.10 -0.69  0.221
H -0.16 1.06 1.00  0.232
H -2.67 -1.15 -0.23  0.129

## Properties
- Total charge: 0
- SMILES string: C#CCOC=O
- Kohn-Sham gap: 0.4142 Eh

***

2) This record from the OMol25 dataset describes C4H4O2 in the gas phase. The level of theory is ωB97M-V/def2-TZVPD.

Last column: natural (NBO) charge in e.
Element x y z (Å)
O -2.33 -0.98 0.97  -0.663
C -1.50 -0.27 0.16  0.047
C -0.32 -0.67 -0.25  -0.062
C 0.94 -0.73 -0.51  -0.145
C 2.06 -0.04 -0.35  0.136
O 2.01 1.32 -0.43  -0.653
H -3.14 -0.47 1.08  0.481
H -1.83 0.72 -0.16  0.181
H 3.06 -0.41 -0.18  0.197
H 1.06 1.53 -0.33  0.481

## Properties
- Total charge: 0
- SMILES string: OC=C=C=CO
- Kohn-Sham gap: 0.3013 Eh

***

3) This record from the OMol25 dataset describes C4H4O2 in the gas phase. The level of theory is ωB97M-V/def2-TZVPD.

Last column: natural (NBO) charge in e.
Element x y z (Å)
O 2.18 -0.38 -0.09  -0.639
C 0.89 -0.15 0.07  0.550
C 0.08 0.94 0.00  -0.423
C -1.30 0.38 -0.12  -0.300
C -1.10 -1.00 0.01  0.081
O 0.18 -1.27 0.02  -0.401
H 2.62 0.42 -0.01  0.485
H 0.37 1.98 0.22  0.229
H -2.24 0.90 -0.04  0.228
H -1.67 -1.82 -0.05  0.190

## Properties
- Total charge: 0
- SMILES string: Oc1ccco1
- Kohn-Sham gap: 0.3277 Eh

***

4) This record from the OMol25 dataset describes C4H4O2 in the gas phase. The level of theory is ωB97M-V/def2-TZVPD.

Last column: natural (NBO) charge in e.
Element x y z (Å)
O -0.76 -2.15 2.08  -0.669
C -0.26 -1.68 0.91  0.046
C -0.34 -0.50 0.34  -0.062
C -0.16 0.62 -0.28  -0.053
C 0.12 1.70 -0.95  0.077
O 1.09 1.82 -1.83  -0.652
H -1.25 -3.01 1.83  0.485
H 0.57 -2.19 0.37  0.179
H -0.36 2.62 -0.72  0.167
H 1.35 2.77 -1.76  0.481

## Properties
- Total charge: 0
- SMILES string: OC=C=C=CO
- Kohn-Sham gap: 0.3133 Eh

***

Energies relative to the most stable structure, in kcal/mol: 1) 20.9; 2) 53.9; 3) 0.0; 4) 56.5.

***

1) This record from the OMol25 dataset describes C4H4O2 in the gas phase. The level of theory is ωB97M-V/def2-TZVPD.

Last column: natural (NBO) charge in e.
Element x y z (Å)
C -0.12 -0.71 2.50  -0.114
C 0.10 -0.26 1.40  -0.144
C 0.44 0.29 0.10  0.492
O 1.43 0.98 -0.05  -0.509
C -0.46 0.00 -1.09  -0.148
O 0.15 0.36 -2.28  -0.701
H -0.30 -1.09 3.48  0.242
H -0.73 -1.07 -1.10  0.201
H -1.40 0.56 -0.92  0.194
H 0.89 0.94 -2.04  0.488

## Properties
- Total charge: 0
- SMILES string: C#CC(=O)CO
- Kohn-Sham gap: 0.3911 Eh

***

2) This record from the OMol25 dataset describes C4H4O2 in the gas phase. The level of theory is ωB97M-V/def2-TZVPD.

Last column: natural (NBO) charge in e.
Element x y z (Å)
O 0.88 -1.89 0.23  -0.665
C 0.30 -0.64 -0.02  0.525
C -0.47 -0.20 -1.03  -0.360
C -0.91 1.11 -0.67  -0.307
C -0.22 1.52 0.39  0.085
O 0.41 0.43 0.89  -0.438
H 0.24 -2.27 0.87  0.487
H -0.97 -0.89 -1.74  0.233
H -1.72 1.66 -1.14  0.226
H -0.11 2.39 1.03  0.214

## Properties
- Total charge: 0
- SMILES string: Oc1ccco1
- Kohn-Sham gap: 0.3490 Eh

***

3) This record from the OMol25 dataset describes C4H4O2 in the gas phase. The level of theory is ωB97M-V/def2-TZVPD.

Last column: natural (NBO) charge in e.
Element x y z (Å)
O 0.20 -2.30 0.00  -0.478
C 0.63 -1.18 0.11  0.384
C 0.71 -0.03 -0.85  -0.287
C 0.08 1.00 -0.29  -0.229
C -0.96 0.53 0.67  0.347
O -1.98 0.43 0.03  -0.478
H 1.07 -0.79 1.05  0.102
H 1.23 -0.07 -1.81  0.239
H -0.02 2.05 -0.57  0.238
H -0.91 0.38 1.77  0.162

## Properties
- Total charge: 0
- SMILES string: O=C/C=C\C=O
- Kohn-Sham gap: 0.3573 Eh

***

4) This record from the OMol25 dataset describes a molecular structure, C4H4O2. The level of theory is ωB97M-V/def2-TZVPD.

Last column: natural (NBO) charge in e.
Element x y z (Å)
O -0.56 -1.84 -1.18  -0.516
C -0.33 -0.81 -0.61  0.583
C 0.65 0.32 -0.87  -0.552
C -1.05 -0.24 0.81  -0.039
O -0.88 1.14 0.75  -0.463
C 0.37 0.49 0.62  0.061
H 0.34 1.12 -1.56  0.255
H 1.65 -0.04 -1.12  0.241
H -1.28 -0.75 1.75  0.213
H 1.11 0.62 1.42  0.216

## Properties
- Total charge: 0
- Kohn-Sham gap: 0.3776 Eh

***

Energies relative to the most stable structure, in kcal/mol: 1) 20.7; 2) 0.0; 3) 32.6; 4) 49.9.